116
Properties=species:S:1:pos:R:3 method="wB97M-V/def2-TZVPD" charge=+1 e_lumo_ev=-2.315 relative_energy_kj_mol=15.2
Pb 6.797 -21.773 8.546
C 8.988 -24.441 5.561
C 8.562 -24.637 6.996
C 9.534 -24.530 8.003
C 10.989 -24.428 7.673
C 9.129 -24.585 9.346
C 10.165 -24.398 10.436
C 7.805 -24.907 9.667
C 7.394 -25.154 11.099
C 6.850 -25.092 8.657
C 5.440 -25.470 9.045
C 7.245 -24.988 7.313
C 6.273 -25.297 6.194
H 8.167 -24.133 4.926
H 9.386 -25.350 5.116
H 9.742 -23.662 5.480
H 11.348 -23.394 7.740
H 11.212 -24.761 6.665
H 11.581 -25.050 8.358
H 10.504 -25.373 10.813
H 9.773 -23.829 11.280
H 11.011 -23.857 10.050
H 6.825 -24.323 11.511
H 8.261 -25.290 11.747
H 6.768 -26.041 11.203
H 5.363 -26.547 9.240
H 4.726 -25.212 8.258
H 5.129 -24.937 9.930
H 5.820 -24.394 5.791
H 5.500 -25.967 6.525
H 6.788 -25.771 5.363
N 6.647 -19.349 7.650
N 5.568 -18.688 8.228
C 4.828 -19.324 9.267
O 3.983 -18.668 9.847
O 5.108 -20.572 9.440
H 7.513 -18.900 7.906
H 6.579 -19.303 6.645
H 5.640 -17.692 8.228
C 3.151 -20.413 6.952
Te 3.932 -22.328 7.400
C 3.592 -22.770 5.349
C 2.523 -21.804 4.994
C 1.711 -22.055 3.897
C 0.658 -21.208 3.603
C 0.394 -20.120 4.411
C 1.220 -19.849 5.483
C 2.278 -20.692 5.788
H 3.940 -19.686 6.754
H 2.589 -20.060 7.809
H 3.273 -23.798 5.199
H 4.523 -22.630 4.790
H 1.891 -22.940 3.299
H 0.017 -21.413 2.761
H -0.438 -19.464 4.188
H 1.054 -18.980 6.109
C 14.393 -20.557 5.809
C 14.039 -19.888 6.976
C 12.747 -20.007 7.481
C 11.805 -20.770 6.788
C 12.171 -21.441 5.608
C 13.455 -21.337 5.138
As 10.002 -20.926 7.399
C 9.947 -19.570 8.810
C 10.334 -20.029 10.070
C 10.458 -19.145 11.125
C 10.133 -17.813 10.955
C 9.672 -17.350 9.726
C 9.617 -18.224 8.648
C 9.146 -20.062 5.866
C 8.115 -20.733 5.208
C 7.490 -20.142 4.109
C 7.928 -18.904 3.656
C 8.993 -18.255 4.268
C 9.583 -18.828 5.388
H 15.401 -20.499 5.437
H 14.771 -19.269 7.492
H 12.478 -19.483 8.385
H 11.421 -22.021 5.077
H 13.727 -21.863 4.223
H 10.584 -21.083 10.211
H 10.814 -19.468 12.095
H 10.222 -17.102 11.767
H 9.382 -16.309 9.601
H 9.342 -17.829 7.677
H 7.799 -21.735 5.511
H 6.701 -20.653 3.581
H 7.427 -18.432 2.813
H 9.350 -17.325 3.849
H 10.423 -18.341 5.870
C 7.769 -18.667 14.663
N 7.083 -19.141 13.473
N 7.429 -20.397 12.986
C 7.313 -20.384 11.600
O 7.414 -21.413 10.904
C 7.046 -19.032 11.240
C 6.918 -18.320 12.383
C 6.763 -16.865 12.548
C 7.207 -21.523 13.825
C 7.942 -22.678 13.614
C 7.716 -23.778 14.416
C 6.830 -23.716 15.478
C 6.116 -22.540 15.696
C 6.282 -21.459 14.856
H 7.698 -19.440 15.442
H 7.273 -17.752 14.988
H 8.827 -18.432 14.489
H 6.926 -18.644 10.242
H 6.574 -16.429 11.574
H 7.683 -16.406 12.923
H 5.930 -16.599 13.199
H 8.673 -22.701 12.827
H 8.293 -24.680 14.222
H 6.715 -24.553 16.135
H 5.445 -22.463 16.539
H 5.721 -20.537 14.993

117
Properties=species:S:1:pos:R:3 method="wB97M-V/def2-TZVPD" spin_multiplicity=2 charge=+1 e_lumo_ev="-2.718 / -2.932"
Sn 0.055 0.829 0.585
O 2.946 1.993 -4.038
C 2.251 2.592 -3.250
O 0.948 2.496 -3.020
C 2.866 3.569 -2.260
P 3.229 2.625 -0.628
C 3.714 4.078 0.329
C 3.026 4.382 1.468
C 3.427 5.414 2.331
C 4.560 6.114 1.977
C 5.242 5.895 0.787
C 4.867 4.816 0.012
C 4.857 1.755 -0.776
C 5.443 1.386 -1.980
C 6.556 0.564 -1.950
C 7.013 0.081 -0.726
C 6.422 0.424 0.491
C 5.303 1.240 0.442
H 2.069 4.233 -2.023
H 3.847 4.049 -2.484
H 2.093 3.809 1.734
H 2.936 5.692 3.268
H 5.002 6.723 2.754
H 6.148 6.419 0.545
H 5.350 4.513 -0.849
H 5.041 1.758 -2.886
H 6.989 0.264 -2.874
H 7.916 -0.604 -0.712
H 6.693 -0.014 1.430
H 4.792 1.549 1.358
C 1.601 -2.703 -0.077
P 1.266 -1.183 -1.077
C 2.837 -0.754 -1.889
C 0.119 -1.716 -2.367
C -0.414 -2.999 -2.199
C -1.511 -3.437 -2.974
C -2.124 -2.580 -3.812
C -1.569 -1.307 -4.048
C -0.497 -0.866 -3.349
P 0.055 0.942 -3.558
C -1.512 1.803 -3.531
C 0.402 0.845 -5.355
H 1.852 -3.570 -0.683
H 0.717 -2.955 0.514
H 2.480 -2.591 0.597
H 3.128 -1.650 -2.527
H 3.581 -0.427 -1.131
H 2.682 0.102 -2.559
H -0.079 -3.656 -1.411
H -1.906 -4.452 -2.894
H -2.876 -2.969 -4.496
H -2.097 -0.618 -4.751
H -1.244 2.860 -3.687
H -1.892 1.666 -2.535
H -2.191 1.529 -4.330
H -0.241 0.073 -5.774
H 1.495 0.597 -5.522
H 0.319 1.867 -5.731
F 1.626 -0.707 2.779
C 1.866 0.250 1.840
F 2.395 1.240 2.593
H 2.669 -0.158 1.222
C -0.887 -7.447 0.967
C -1.378 -5.952 1.102
C -0.674 -5.119 1.932
C -1.113 -3.803 2.232
C -0.358 -3.103 3.296
C -2.350 -3.370 1.727
Te -3.002 -1.414 2.497
N -1.445 -0.133 2.264
C -1.048 0.225 3.534
O -1.351 -0.404 4.524
C -0.490 1.583 3.694
C -0.902 2.683 2.978
C -0.407 3.915 3.199
C 0.538 4.141 4.257
C 0.979 3.054 5.006
C 0.463 1.801 4.677
C -4.102 -0.454 0.943
C -3.710 -0.435 -0.389
C -2.444 -1.136 -0.836
C -4.478 0.149 -1.394
C -5.670 0.812 -1.048
C -6.495 1.435 -2.122
C -6.049 0.861 0.308
C -5.281 0.263 1.310
C -5.828 0.276 2.745
C -3.031 -4.227 0.803
C -4.464 -3.932 0.405
C -2.562 -5.497 0.572
H -1.700 -8.066 0.594
H -0.609 -7.798 1.941
H -0.022 -7.498 0.283
H 0.215 -5.499 2.345
H -0.944 -3.174 4.206
H -0.054 -2.053 3.095
H 0.616 -3.636 3.426
H -1.666 2.486 2.214
H -0.715 4.762 2.621
H 0.878 5.145 4.402
H 1.619 3.196 5.851
H 0.793 0.959 5.257
H -2.602 -2.224 -0.920
H -1.688 -0.913 -0.065
H -2.195 -0.808 -1.824
H -4.144 0.081 -2.391
H -6.850 0.639 -2.803
H -6.029 2.207 -2.788
H -7.380 1.910 -1.645
H -7.014 1.319 0.616
H -6.426 1.143 2.857
H -5.035 0.411 3.507
H -6.412 -0.625 3.006
H -4.967 -3.200 1.041
H -5.045 -4.773 0.446
H -4.514 -3.664 -0.662
H -3.101 -6.217 -0.128

Number 1: E -5080.122095 Eh. Number 2: E -3925.144437 Eh.